Formula: C31H28N5S3SbV
Source: the OMol25 dataset
Level of theory: ωB97M-V with the def2-TZVPD basis set

```
69
Properties=species:S:1:pos:R:3:lowdin_charge:R:1
V 0.589 -0.056 -0.141 0.397
C -0.240 4.114 3.033 -0.388
S -1.246 2.659 3.385 0.959
C -0.800 1.553 2.146 -1.013
S 0.262 2.042 0.826 0.684
N -1.357 0.383 2.205 -0.031
N -0.999 -0.424 1.175 -0.160
C -1.574 -1.569 1.084 -0.008
C -1.169 -2.398 -0.039 -0.240
C -1.644 -3.675 -0.265 0.035
C -1.142 -4.393 -1.343 0.008
C -0.199 -3.806 -2.175 -0.006
C 0.213 -2.516 -1.910 -0.096
N -0.244 -1.829 -0.852 -0.051
H -0.477 4.812 3.835 0.051
H -0.509 4.564 2.081 0.037
H 0.820 3.875 3.074 0.041
H -2.306 -1.895 1.815 0.160
H -2.382 -4.099 0.402 0.137
H -1.484 -5.402 -1.530 0.133
H 0.210 -4.333 -3.025 0.131
H 0.936 -2.017 -2.545 0.135
C 6.468 1.281 0.188 0.003
C 5.066 0.951 -0.185 -0.254
C 4.492 1.428 -1.384 0.030
C 3.199 1.106 -1.658 -0.079
N 2.501 0.311 -0.811 -0.099
C 3.129 -0.096 0.327 -0.751
S 2.036 -1.011 1.341 0.807
N 4.362 0.203 0.671 0.155
H 7.120 1.266 -0.684 0.099
H 6.829 0.593 0.947 0.097
H 6.498 2.293 0.600 0.110
H 5.069 2.034 -2.067 0.133
H 2.693 1.443 -2.555 0.125
C -1.446 -1.642 -6.086 -0.052
C -0.755 -0.438 -6.086 -0.056
C -0.709 0.339 -4.934 -0.115
C -1.356 -0.099 -3.779 -0.380
C -2.037 -1.316 -3.776 -0.164
C -2.088 -2.079 -4.935 -0.066
Sb -1.201 1.073 -2.030 1.572
C -3.166 1.239 -1.294 -0.364
C -4.235 0.656 -1.968 -0.113
C -5.521 0.801 -1.462 -0.057
C -5.735 1.521 -0.296 -0.051
C -4.668 2.116 0.364 -0.054
C -3.380 1.977 -0.132 -0.133
C -0.724 2.985 -2.757 -0.388
C -1.626 3.620 -3.606 -0.109
C -1.324 4.880 -4.102 -0.052
C -0.130 5.499 -3.754 -0.050
C 0.768 4.864 -2.905 -0.063
C 0.471 3.603 -2.405 -0.156
H -1.492 -2.237 -6.988 0.117
H -0.261 -0.095 -6.984 0.117
H -0.189 1.289 -4.950 0.098
H -2.541 -1.669 -2.883 0.097
H -2.636 -3.013 -4.940 0.115
H -4.083 0.116 -2.893 0.089
H -6.355 0.358 -1.989 0.116
H -6.738 1.632 0.092 0.118
H -4.837 2.694 1.263 0.116
H -2.560 2.470 0.373 0.066
H -2.562 3.145 -3.877 0.111
H -2.023 5.381 -4.758 0.118
H 0.100 6.482 -4.142 0.118
H 1.693 5.353 -2.630 0.113
H 1.169 3.120 -1.727 0.051
```

Calculated values
spin multiplicity = 2
gap between HOMO and LUMO (spin up / spin down) = 5.91 / 6.58 eV
net charge = +2
energy relative to the best compared isomer or geometry (same formula, charge and spin) = 10.87 kcal/mol
<S²> = 0.8458
highest occupied orbital energy (spin up / spin down) = -13.883 / -13.873 eV
max |F| = 0.61 eV/A
M = 739.5 Da